# 1
C4H7N2O | ωB97M-V/def2-TZVPD

For the total energy, the calculation gives -340.8773 hartree. As for the total charge: +1. For the HOMO-LUMO gap (spin up / spin down), the calculation gives 8.6 / 7.6 eV. As for the molar mass: 99.1 g mol⁻¹.

Each line ends with the Löwdin charge.
Positions of all 14 atoms, in Å:
C -0.46873 0.13077 -0.03800  0.060
C -2.75483 -0.75639 -0.02675  0.131
C 0.50904 1.15489 -0.21361  -0.036
C 1.85400 0.36096 0.20727  -0.129
N -1.61424 -0.24751 -0.06596  0.118
N 0.96857 -1.71342 0.20914  0.174
O 1.90763 -0.93548 -0.29376  -0.122
H -3.17350 -1.29653 0.75741  0.094
H -3.49166 -0.78612 -0.79521  0.110
H 0.50482 1.55346 -1.17106  0.119
H 0.56221 2.03040 0.44583  0.155
H 2.62349 1.03006 -0.17392  0.146
H 1.85164 0.19622 1.23215  0.109
H 0.88456 -2.43219 -0.43776  0.071

Force components x, y, z for each atom (eV/Å):
C -2.8 -0.7 -0.7
C -2.0 -0.8 -0.5
C 1.8 -1.7 2.9
C -0.5 1.3 -1.3
N 2.8 1.3 0.2
N -0.7 3.3 2.0
O 0.9 -0.3 -2.1
H 0.2 -0.5 2.2
H 0.3 0.5 -1.5
H 0.0 0.2 -2.2
H -0.7 -0.4 0.3
H 0.6 -0.9 0.2
H 0.0 0.7 2.2
H 0.0 -2.1 -1.7

---

# 2
C4H7N2O | ωB97M-V/def2-TZVPD

For the total energy, the calculation gives -341.0812 hartree. Its SMILES is C=CC(=O)C(N)=[NH2+]. As for the total charge: +1. For the HOMO-LUMO gap, the calculation gives 9.5 eV. As for the molar mass: 99.1 g mol⁻¹.

Each line ends with the Löwdin charge.
Positions of all 14 atoms, in Å:
C 0.15608 -0.67362 -0.37616  -0.275
C 0.95822 0.67565 -0.05164  -0.231
C -1.87125 -1.89785 -0.44874  0.130
C -1.22147 -0.91893 0.24239  -0.033
N 1.99459 0.72444 -0.87554  0.218
N 0.65006 1.61692 0.79583  0.246
O 0.64057 -1.38967 -1.22431  0.109
H -2.80615 -2.16920 -0.03106  0.076
H -1.49782 -2.40450 -1.26235  0.064
H -1.45641 -0.22581 1.09128  0.112
H 2.21215 -0.00349 -1.56561  0.146
H 2.62199 1.49511 -1.09855  0.155
H 0.03270 1.32024 1.53796  0.140
H 1.06686 2.50168 0.62208  0.143

Force components x, y, z for each atom (eV/Å):
C -1.0 -0.4 0.1
C 1.7 -1.8 -2.3
C -0.6 2.6 3.9
C 2.2 0.0 -1.7
N 0.5 0.7 -0.7
N -0.5 -1.6 -0.5
O -0.1 1.0 1.0
H -1.0 -0.4 -0.1
H 1.0 -0.8 -1.6
H -0.6 -1.4 -0.9
H -1.1 -0.3 0.7
H -0.4 0.4 1.0
H -0.1 1.1 0.1
H 0.1 1.0 0.9

---

# 3
C4H7N2O | ωB97M-V/def2-TZVPD

For the total energy, the calculation gives -341.0365 hartree. Its SMILES is O=C1C[NH2+][C@@H]2N[C@H]12. As for the total charge: +1. For the HOMO-LUMO gap, the calculation gives 10.6 eV. As for the molar mass: 99.1 g mol⁻¹.

Each line ends with the Löwdin charge.
Positions of all 14 atoms, in Å:
C 1.40513 -0.06543 0.08551  -0.335
C 0.49028 -1.15888 -0.43592  -0.011
C 0.48680 1.10937 0.34202  -0.078
C -0.93054 0.62223 0.37079  -0.203
N -0.46530 1.22446 -0.72830  0.125
N -0.84733 -0.90186 0.18359  0.153
O 2.57399 -0.14039 0.09314  0.204
H 0.50568 -1.03744 -1.52647  0.163
H 0.89588 -2.11179 -0.30560  0.131
H 0.74166 2.00084 0.85366  0.158
H -1.77064 0.78760 1.05827  0.185
H -0.61244 2.18834 -0.85199  0.139
H -1.58548 -1.19638 -0.32201  0.129
H -0.88770 -1.32067 1.18331  0.242

Force components x, y, z for each atom (eV/Å):
C -1.7 0.6 -0.4
C 0.1 0.7 -1.0
C 0.2 -1.1 1.2
C -0.5 -1.8 2.9
N 0.7 0.6 -3.1
N 3.5 0.8 3.8
O 1.6 0.0 0.4
H -0.7 0.2 0.2
H 0.2 -1.6 0.9
H 0.5 0.5 0.6
H 0.5 0.8 -0.4
H -1.1 1.3 -0.6
H -3.2 -1.6 -2.3
H 0.0 0.6 -2.1

---

# 4
C4H7N2O2 | ωB97M-V/def2-TZVPD

For the total energy, the calculation gives -416.5492 hartree. Its SMILES is CC(=O)N([NH-])C(C)=O. As for the total charge: -1. For the HOMO-LUMO gap, the calculation gives 6.0 eV. As for the molar mass: 115.1 g mol⁻¹.

Each line ends with the Löwdin charge.
Positions of all 15 atoms, in Å:
C 2.09066 -0.18843 0.16325  -0.035
C 1.04681 -0.02770 -0.91216  -0.540
O 1.26817 -0.43853 -1.99183  0.076
N -0.20021 0.61494 -0.62417  -0.224
N 0.03479 2.01533 -0.33501  -0.102
C -0.91809 -0.04114 0.39370  -0.543
C -2.24675 -0.65424 0.00812  -0.010
O -0.56342 -0.16132 1.51012  0.077
H 2.20485 0.68849 0.77725  0.058
H 1.76846 -1.00047 0.80134  0.064
H 3.00191 -0.47626 -0.32590  0.060
H 0.13697 2.11372 0.68259  -0.077
H -2.51724 -0.42272 -1.00559  0.064
H -2.97807 -0.30533 0.71730  0.065
H -2.12885 -1.71634 0.14099  0.067

Force components x, y, z for each atom (eV/Å):
C -0.3 0.0 0.2
C -0.5 1.3 2.4
O 0.5 -1.3 -3.1
N -0.1 -0.6 -0.3
N 0.0 0.9 0.0
C -1.2 0.2 -2.5
C 0.3 0.3 -0.1
O 1.2 -0.2 3.2
H 0.0 0.3 0.1
H -0.1 -0.3 0.3
H 0.6 0.0 -0.1
H 0.2 -0.4 0.1
H -0.2 0.1 -0.3
H -0.4 0.1 0.2
H -0.1 -0.6 0.0

---

# 5
C4H7N2O2 | ωB97M-V/def2-TZVPD

For the total energy, the calculation gives -416.3259 hartree. As for the total charge: +1. For the HOMO-LUMO gap, the calculation gives 11.1 eV. As for the molar mass: 115.1 g mol⁻¹.

Each line ends with the Löwdin charge.
Positions of all 15 atoms, in Å:
C 1.68544 -1.01869 0.41515  -0.286
C -1.24976 0.08070 -0.49768  -0.149
C 2.75181 1.14214 -0.06511  -0.252
C -2.37934 -0.71346 -0.27710  -0.045
N 2.53095 -0.19657 0.18732  0.206
N -0.51529 0.56677 0.42091  0.196
O 0.95939 -1.87967 0.72203  0.208
O 1.91412 2.00446 -0.12987  0.076
H -1.16077 0.35369 -1.49845  0.142
H 3.82833 1.32306 -0.32488  0.164
H -2.24362 -1.77518 -0.66218  0.144
H -3.27720 -0.34496 -0.80852  0.122
H -2.66832 -1.04340 0.77920  0.133
H -0.63501 0.35051 1.45280  0.189
H 0.45926 1.15060 0.28638  0.151

Force components x, y, z for each atom (eV/Å):
C -0.5 -1.3 1.0
C 0.2 0.9 1.4
C 1.7 0.1 -1.1
C -3.2 -4.0 1.8
N 0.2 0.2 -0.1
N 3.1 1.3 1.8
O 0.6 0.7 -0.6
O -0.7 -0.5 0.5
H 1.2 0.7 -1.6
H -0.9 0.1 0.5
H 0.2 1.2 -0.4
H 0.5 0.0 0.2
H 0.6 1.3 -1.0
H -0.4 0.0 -1.8
H -2.4 -0.7 -0.5

---

# 6
C4H7N2O2S | ωB97M-V/def2-TZVPD

For the total energy, the calculation gives -814.1932 hartree. As for the total charge: +1. For the HOMO-LUMO gap (spin up / spin down), the calculation gives 6.7 / 6.0 eV. As for the molar mass: 147.2 g mol⁻¹.

Each line ends with the Löwdin charge.
Positions of all 16 atoms, in Å:
C -0.20594 0.05284 -0.42415  0.119
C -0.79044 -1.07703 -0.19959  -0.307
C 0.67939 1.17902 -0.61540  -0.030
C -0.09769 -2.32119 -0.49878  -0.011
N -2.55265 1.25510 -0.09359  -0.438
N -2.09374 -1.24671 0.38058  -0.342
O -2.48879 -2.43905 0.56765  0.046
O -2.44615 2.55542 0.31478  -0.071
S -3.13606 0.13345 0.76253  1.200
H 0.13561 2.03145 -0.32882  0.049
H 0.94980 1.51042 -1.63303  0.114
H 1.70406 1.08855 -0.12850  0.146
H 0.57883 -2.29956 -1.36410  0.119
H -0.76663 -3.06405 -0.73829  0.056
H 0.38371 -2.81379 0.42152  0.149
H -2.10173 3.11630 -0.51551  0.202

Force components x, y, z for each atom (eV/Å):
C -0.3 1.5 0.2
C 0.3 0.5 -0.3
C 1.6 -0.6 -0.9
C 2.6 -1.6 1.2
N 2.0 2.1 -3.0
N -0.8 -2.7 1.0
O 0.5 3.9 -0.5
O 0.7 0.8 -1.4
S -0.8 -2.1 1.6
H -0.5 1.5 1.4
H -0.3 -1.1 -0.2
H -1.5 0.0 0.0
H 0.1 0.5 0.6
H -2.0 -1.6 -0.8
H -0.3 1.1 -1.2
H -1.2 -2.1 2.3